[1]
Molecular formula: C28H43ClN4O7SSbY
Method: DFT, ωB97M-V/def2-TZVPD

The geometry in XYZ format:
```
86
Properties=species:S:1:pos:R:3:forces:R:3:lowdin_charge:R:1
Y -2.077 1.238 -1.800 -0.211 0.798 0.908 1.573
N -3.037 3.469 -2.257 -0.034 0.680 -0.160 -0.051
C -3.081 4.288 -0.985 -0.613 0.369 -0.291 -0.146
C -2.230 3.809 0.144 2.046 0.358 1.921 -0.553
O -1.855 4.632 1.033 -1.318 -1.384 -1.811 -0.016
N -1.886 2.509 0.079 -1.538 1.393 -0.150 -0.115
C -1.228 2.006 1.260 2.010 1.168 -1.036 -0.124
C -0.530 0.771 0.707 2.334 -1.317 1.589 -0.567
O 0.580 0.315 1.093 -4.331 -0.222 -0.641 -0.204
O -1.247 0.194 -0.216 0.782 -0.920 -0.034 -0.202
H -3.979 3.320 -2.622 0.001 0.017 0.318 0.090
H -2.616 4.059 -2.988 -0.017 -0.367 0.438 0.096
H -2.725 5.290 -1.174 -0.296 0.388 -0.236 0.116
H -4.104 4.322 -0.573 0.274 0.115 -0.449 0.137
H -0.599 2.889 1.651 -0.482 -1.901 -0.072 0.144
H -1.908 1.624 1.991 -0.667 0.107 0.833 0.123
C 2.587 -0.652 3.842 0.059 -0.621 0.763 -0.167
C 2.768 0.857 3.662 -0.614 0.115 -0.278 -0.536
C 1.722 1.740 4.382 0.366 -0.446 -1.246 -0.136
Sb 2.717 1.280 1.518 1.882 2.033 -0.728 1.597
C 3.939 3.255 1.515 -0.692 -1.049 0.369 -0.567
C 5.065 3.172 2.535 -0.214 0.643 -0.354 -0.177
C 2.950 4.382 1.789 1.146 1.089 -1.820 -0.193
C 4.197 -0.306 0.869 -1.858 1.142 -0.234 -0.545
C 5.066 0.293 -0.224 0.722 -0.119 0.283 -0.164
C 3.344 -1.493 0.465 -0.757 -0.866 0.112 -0.188
H 2.213 -0.941 4.837 0.107 0.371 0.033 0.074
H 3.534 -1.185 3.743 0.193 0.145 -0.044 0.065
H 1.923 -1.190 3.168 -0.345 0.498 -0.335 0.041
H 3.735 1.145 4.041 0.535 -0.036 0.025 0.062
H 0.760 1.542 3.923 -0.433 0.058 0.149 0.056
H 1.934 2.804 4.250 0.046 -0.121 0.073 0.055
H 1.686 1.504 5.427 -0.101 -0.103 0.724 0.061
H 4.241 3.328 0.457 0.344 -0.099 0.400 0.059
H 4.664 3.294 3.554 0.095 -0.049 -0.271 0.069
H 5.834 3.947 2.384 0.006 -0.205 0.138 0.068
H 5.486 2.183 2.461 0.695 -0.240 0.182 0.041
H 2.616 4.382 2.784 -0.472 0.024 1.471 0.025
H 2.070 4.333 1.141 0.020 -0.046 0.002 0.047
H 3.438 5.393 1.588 -0.551 -1.019 0.312 0.091
H 4.713 -0.560 1.755 0.987 -0.206 0.852 0.054
H 4.528 0.284 -1.194 0.550 -0.221 0.370 0.072
H 6.064 -0.228 -0.232 -0.907 0.292 -0.613 0.086
H 5.291 1.345 0.000 0.037 -0.213 -0.113 0.035
H 2.762 -1.380 -0.461 -0.116 0.584 0.330 0.063
H 2.640 -1.844 1.269 0.551 0.566 -0.746 0.061
H 3.928 -2.368 0.231 0.732 -0.491 0.045 0.057
Cl 2.366 4.134 -4.991 0.141 0.669 0.077 0.733
C 1.759 2.682 -4.361 -0.944 -1.608 0.896 -0.668
C 2.283 1.468 -4.817 -0.695 -0.761 0.538 -0.064
C 1.643 0.291 -4.370 -0.205 -0.503 0.445 -0.026
C 0.567 0.356 -3.476 -0.309 1.583 -0.938 -0.106
N 0.041 1.534 -3.019 1.834 0.081 -1.031 -0.028
C 0.679 2.657 -3.423 0.518 -0.229 -0.710 -0.114
H 3.137 1.413 -5.502 -0.473 0.178 0.253 0.121
H 1.897 -0.748 -4.689 0.168 1.243 0.094 0.130
H -0.055 -0.488 -3.275 0.127 -0.710 0.333 0.092
H 0.325 3.601 -3.031 -0.096 0.032 0.015 0.109
C -0.221 -5.415 2.212 0.671 1.017 -0.289 -0.048
C -1.421 -4.969 1.424 -0.637 -0.654 -0.234 -0.237
C -2.112 -5.908 0.616 1.872 -0.629 0.272 -0.049
C -3.283 -5.590 -0.002 -1.983 1.108 -0.974 -0.057
C -3.736 -4.259 0.129 0.194 -0.333 0.004 -0.283
C -2.991 -3.278 0.798 -1.808 -0.395 -0.708 -0.059
C -1.928 -3.670 1.530 1.561 -1.040 0.003 -0.036
S -5.365 -3.817 -0.385 0.299 -0.174 -0.718 0.631
O -5.981 -4.954 -1.017 0.318 0.337 -0.045 -0.294
O -5.996 -3.186 0.734 0.008 0.304 -0.306 -0.274
N -5.119 -2.658 -1.547 -0.478 0.788 1.355 -0.144
C -4.496 -2.926 -2.815 -0.152 -1.506 -0.381 -0.239
C -4.445 -1.664 -3.654 -1.907 1.606 1.054 -0.085
C -3.699 -0.514 -2.929 -0.245 -1.172 -0.359 -0.580
O -4.273 0.224 -2.050 1.358 -0.529 -1.233 -0.084
O -2.443 -0.435 -3.209 -1.151 -0.100 -0.133 -0.148
H -0.518 -6.131 2.953 -0.016 -0.373 0.478 0.076
H 0.308 -4.571 2.687 -0.553 -0.214 0.073 0.081
H 0.565 -5.848 1.596 -0.197 -0.358 -0.289 0.079
H -1.646 -6.896 0.416 -0.418 0.682 0.451 0.127
H -3.926 -6.262 -0.637 0.984 0.514 0.949 0.131
H -3.303 -2.243 0.803 -0.206 0.020 0.114 0.116
H -1.424 -2.959 2.135 0.525 0.521 0.429 0.110
H -4.911 -1.743 -1.129 -0.221 -0.543 -0.196 0.100
H -5.170 -3.643 -3.341 0.676 0.347 0.238 0.133
H -3.493 -3.418 -2.716 -0.567 0.511 -0.054 0.138
H -5.510 -1.342 -3.889 1.190 -0.255 0.534 0.150
H -3.995 -1.875 -4.583 0.864 -0.145 -0.984 0.100
```
Forces are in eV/Å.

Calculated values
- E_HOMO (eV) = -5.887


[2]
Molecular formula: H6OSi2
Method: DFT, ωB97M-V/def2-TZVPD

The geometry in XYZ format:
```
9
Properties=species:S:1:pos:R:3:forces:R:3:lowdin_charge:R:1
O -0.455 0.806 -0.027 3.495 0.828 -1.260 -0.630
Si 2.083 0.154 -0.007 -1.451 0.811 -2.229 0.983
Si -1.814 0.012 0.023 0.164 -2.481 -0.984 0.260
H 3.083 -0.718 -0.661 -0.435 -0.452 0.000 -0.111
H 2.457 1.409 -0.648 -0.356 0.588 0.748 -0.084
H 1.396 -0.432 1.041 -0.334 -0.306 1.859 -0.107
H -1.842 -0.338 1.380 -0.763 -0.646 1.912 -0.113
H -1.779 -1.363 -0.723 0.078 0.797 0.267 -0.087
H -3.128 0.472 -0.378 -0.397 0.862 -0.314 -0.111
```
Forces are in eV/Å.

Calculated values
- E_HOMO (eV) = -8.896


Energy relative to the best compared isomer or geometry (same formula, charge and spin) in kJ/mol, matching the order above: 285.0 462.2
Calculated total energy in hartree, matching the order above: -2975.476498 -657.669489
Kohn-Sham gap in eV, matching the order above: 4.914 6.660